ORCA calculation (ωB97M-V/def2-TZVPD) on C39H55As3BrMnN3O2SSiTe as an isolated structure.

## Properties
* HOMO-LUMO gap (spin up / spin down): 7.035 / 7.186 eV
* DFT total energy: -359788.1964 eV
* <S²>: 8.760
* HOMO energy (spin up / spin down): -6.90 / -7.06 eV
* charge: 0
* 2S+1: 6
* F_max: 0.73 eV Å⁻¹

```
107
Properties=species:S:1:pos:R:3:forces:R:3
Mn -0.02296 0.45720 -1.80963 0.29 -0.66 -0.07
C -2.28146 -1.37894 -3.47635 0.03 0.01 0.04
O -2.06503 -1.04638 -2.09320 -0.05 -0.22 0.04
C -2.98320 -1.54533 -1.20405 -0.10 0.19 -0.16
C -4.26293 -1.93100 -1.56371 -0.01 0.03 0.07
C -5.14422 -2.33028 -0.56389 0.07 0.01 0.04
Br -6.89513 -2.84944 -1.05665 -0.01 0.00 0.00
C -4.77793 -2.33920 0.76231 0.02 0.01 -0.05
C -3.47587 -1.97553 1.11683 -0.25 -0.10 0.20
C -2.57961 -1.60901 0.13154 -0.02 -0.02 -0.15
O -1.31360 -1.25504 0.49935 0.38 0.06 -0.40
C -3.10825 -1.99074 2.54114 -0.08 -0.01 -0.07
N -3.95705 -2.25240 3.49931 0.05 0.00 0.03
C -3.22028 -2.15024 4.66503 -0.08 0.00 0.01
C -3.62316 -2.31891 5.99012 0.00 0.00 0.00
C -2.67740 -2.14667 6.97911 0.02 0.00 -0.02
C -1.34819 -1.81186 6.66876 -0.02 0.00 0.02
C -0.93134 -1.64041 5.36390 0.05 -0.01 0.01
C -1.89124 -1.81679 4.37116 -0.04 0.04 -0.04
N -1.84889 -1.71305 2.99834 0.19 -0.06 0.24
H -2.42207 -2.45657 -3.57309 -0.02 0.00 -0.01
H -1.39195 -1.05454 -4.00817 -0.02 -0.01 0.00
H -3.14339 -0.84009 -3.86878 0.00 0.04 0.00
H -4.59157 -1.89602 -2.59093 0.01 0.00 0.00
H -5.46333 -2.62911 1.54361 -0.03 -0.01 0.02
H -0.64535 -1.57871 -0.12981 -0.03 0.21 0.01
H -4.64797 -2.57658 6.22052 -0.01 0.00 0.00
H -2.95894 -2.27146 8.01618 0.00 0.00 0.01
H -0.63380 -1.68613 7.47176 0.00 0.00 0.01
H 0.09681 -1.38961 5.13469 -0.06 -0.02 0.02
H -1.05562 -1.52533 2.40408 -0.10 0.01 0.08
C 3.22785 -1.76887 0.25173 0.09 -0.02 0.02
As 1.86897 -0.65293 1.11558 0.16 -0.01 0.00
C 2.17524 -1.39858 2.91187 0.00 0.01 0.02
C 2.98333 0.97452 1.19689 -0.03 -0.02 0.09
C 2.40856 2.23928 1.85809 0.05 0.02 0.00
C 3.58368 3.21863 2.01456 0.04 -0.03 -0.03
C 1.38201 2.94170 0.96319 -0.06 0.11 -0.02
As -0.17622 2.04391 0.17436 -0.30 0.51 0.27
C -0.97131 3.66623 -0.55660 -0.03 0.02 0.06
C -1.41167 1.79381 1.65293 -0.03 0.04 -0.02
C 1.81558 1.90633 3.23652 -0.02 -0.10 -0.02
As 1.64877 3.35225 4.58209 -0.02 0.02 0.02
C -0.23728 3.84756 4.35302 -0.01 0.00 0.01
C 1.32971 2.11559 6.07181 0.00 -0.01 0.00
H 4.08362 -1.88390 0.91775 0.01 -0.01 0.01
H 3.54748 -1.29997 -0.67761 -0.01 -0.03 0.13
H 2.80996 -2.75052 0.02901 0.00 -0.03 0.01
H 3.19847 -1.20737 3.23828 0.00 -0.01 0.01
H 2.02136 -2.47702 2.85468 -0.01 -0.01 0.02
H 1.48342 -0.98544 3.64326 0.04 0.02 -0.04
H 3.23080 1.18782 0.15400 0.02 -0.02 0.01
H 3.91450 0.69666 1.70183 -0.03 -0.01 0.02
H 4.10491 3.32960 1.06161 0.01 0.01 0.00
H 4.29821 2.84886 2.75375 0.00 -0.01 -0.01
H 3.25171 4.20507 2.34065 -0.01 0.00 0.00
H 1.88729 3.36077 0.08678 0.02 -0.04 0.01
H 0.95376 3.79269 1.50510 0.03 -0.02 -0.02
H -1.06359 4.41910 0.22749 -0.01 0.02 -0.02
H -1.95543 3.43540 -0.96569 0.03 0.01 0.01
H -0.34853 4.03419 -1.36980 0.01 0.00 0.00
H -1.44327 2.70338 2.25140 -0.03 -0.08 -0.06
H -1.12896 0.94778 2.27061 0.00 -0.07 0.05
H -2.40005 1.60211 1.23455 0.00 -0.02 -0.02
H 2.48214 1.19520 3.73108 0.03 -0.01 0.01
H 0.84549 1.40868 3.13298 0.06 -0.02 0.04
H -0.36756 4.49920 3.48901 -0.01 -0.01 -0.01
H -0.54931 4.39917 5.23983 0.00 0.02 0.00
H -0.86725 2.96354 4.24977 0.03 0.03 0.05
H 2.23347 1.53804 6.26530 0.00 0.01 0.01
H 0.50635 1.43489 5.84920 0.00 -0.01 -0.01
H 1.08733 2.68476 6.96831 -0.01 0.00 0.00
C 4.30283 0.01799 -5.06775 -0.04 0.01 -0.02
Si 4.08800 -1.77422 -4.61045 0.05 -0.06 0.03
C 3.83795 -2.72985 -6.20613 -0.02 -0.01 0.02
C 5.60675 -2.40942 -3.71903 0.01 0.03 0.02
C 2.59211 -2.19750 -3.51750 0.01 0.00 0.01
C 2.12598 -3.50173 -3.56196 -0.09 0.01 -0.02
C 0.99349 -3.90432 -2.85179 0.06 0.01 0.04
C 0.33265 -2.94658 -2.12462 0.01 -0.09 0.08
N 0.76899 -1.68744 -2.01518 -0.09 0.24 -0.19
C 1.89640 -1.30874 -2.66446 0.08 0.01 -0.04
S 2.39222 0.33371 -2.37245 -0.04 -0.01 -0.13
H 5.03662 0.07008 -5.87734 0.00 0.01 -0.01
H 4.65645 0.62077 -4.23431 0.01 0.01 0.01
H 3.36931 0.45872 -5.42085 0.00 0.01 -0.01
H 4.67691 -2.55410 -6.88247 0.01 0.01 0.00
H 2.92931 -2.38848 -6.70733 0.00 -0.01 -0.02
H 3.75684 -3.80767 -6.06081 0.01 -0.02 -0.01
H 6.50186 -2.28785 -4.33272 0.01 0.01 0.00
H 5.50846 -3.46824 -3.47086 0.00 -0.01 0.00
H 5.76086 -1.85910 -2.78810 0.00 -0.01 0.01
H 2.63581 -4.23206 -4.17996 0.00 -0.01 0.00
H 0.62882 -4.92065 -2.88503 0.00 -0.01 -0.01
H -0.58052 -3.19011 -1.58972 -0.05 -0.01 -0.04
Te -0.38913 1.86296 -4.00586 -0.09 0.25 -0.36
C -2.41658 2.47837 -4.06212 0.01 -0.05 0.12
C -3.33763 2.09955 -3.08473 0.01 0.00 -0.02
C -4.65363 2.54040 -3.13162 -0.01 -0.01 0.01
C -5.07388 3.37030 -4.16095 -0.01 0.01 0.01
C -4.16619 3.75402 -5.13811 0.00 0.00 -0.01
C -2.85049 3.31460 -5.08913 -0.03 -0.03 -0.01
H -3.02243 1.45418 -2.27130 0.00 -0.04 0.01
H -5.35130 2.23501 -2.36072 0.00 0.00 0.00
H -6.09774 3.71865 -4.19873 -0.01 -0.01 0.00
H -4.48389 4.40124 -5.94617 0.00 0.01 0.00
H -2.15382 3.62349 -5.85847 0.00 0.01 0.00
```
Positions in Å, forces in eV/Å.

=====

ORCA calculation (ωB97M-V/def2-TZVPD) on C39H55Cl2Ge2HfN2SSeSi2 as an isolated structure.

## Properties
* HOMO-LUMO gap (spin up / spin down): 6.168 / 6.407 eV
* DFT total energy: -275625.8521 eV
* <S²>: 0.755
* HOMO energy (spin up / spin down): -12.31 / -13.44 eV
* charge: +2
* 2S+1: 2
* F_max: 0.50 eV Å⁻¹

```
105
Properties=species:S:1:pos:R:3:forces:R:3
Hf -0.09248 0.25636 0.54493 0.21 0.41 -0.20
C -4.25030 -1.48196 0.83389 0.00 0.03 0.01
C -3.37499 -1.49333 1.90608 -0.06 -0.04 -0.08
C -2.63657 -0.35284 2.20504 0.06 0.06 0.09
C -2.76120 0.79041 1.41530 0.16 -0.10 -0.03
C -3.62452 0.78449 0.31526 -0.05 -0.08 -0.11
C -4.37134 -0.34708 0.03591 0.02 0.00 0.03
H -4.83816 -2.36219 0.61237 0.01 0.01 0.00
H -3.28305 -2.37838 2.52095 -0.01 0.01 0.00
H -2.02424 -0.32210 3.09621 -0.03 -0.01 0.00
H -2.27941 1.71571 1.71679 -0.01 -0.02 0.02
H -3.73736 1.67169 -0.29276 0.02 0.01 0.02
H -5.06058 -0.34605 -0.79832 0.00 0.00 0.00
Cl 1.42568 -2.09085 0.53375 -0.08 -0.07 0.10
C 2.96300 -1.67999 -0.18596 0.20 0.13 -0.10
C 3.95343 -2.63934 -0.15899 -0.02 -0.04 0.02
C 5.18304 -2.32456 -0.71698 -0.03 -0.04 0.02
C 5.39797 -1.07806 -1.27875 0.03 0.07 -0.03
C 4.37985 -0.13769 -1.29810 0.00 -0.10 0.07
Cl 4.67641 1.39613 -2.03309 0.02 0.03 -0.03
C 3.12638 -0.41876 -0.75016 -0.17 -0.06 0.10
S 1.81061 0.73564 -0.91494 -0.03 0.10 -0.04
H 3.76920 -3.60860 0.28350 0.00 0.01 0.00
H 5.97775 -3.05747 -0.71066 0.00 0.00 0.00
H 6.35664 -0.82611 -1.71070 -0.01 0.00 0.00
C -0.21536 1.31465 -4.23405 0.01 -0.05 0.01
Ge -1.59166 -0.00404 -3.78326 0.05 0.02 -0.10
C -3.31887 0.83523 -3.43052 0.01 -0.06 0.00
C -1.76822 -1.31416 -5.23121 -0.02 0.00 0.06
Ge -0.78362 -1.50856 -1.99327 -0.14 0.04 -0.02
C 0.80944 -2.40844 -2.64934 -0.07 -0.07 0.04
C 0.94451 -3.79455 -2.52393 0.00 0.05 0.00
C 2.05889 -4.44355 -3.03445 -0.02 -0.01 0.01
C 3.04985 -3.71635 -3.68093 0.02 -0.03 0.00
C 2.92113 -2.34217 -3.82498 0.02 0.05 -0.03
C 1.80825 -1.69212 -3.31268 -0.03 -0.02 -0.02
C -2.08078 -2.82306 -1.36908 -0.01 -0.15 0.02
C -1.80725 -3.73360 -0.34396 0.01 0.06 -0.06
C -2.73625 -4.69710 0.01993 0.01 -0.01 0.02
C -3.95119 -4.77821 -0.64840 0.01 -0.02 0.01
C -4.23902 -3.88408 -1.67023 -0.03 -0.01 -0.02
C -3.31671 -2.90688 -2.01547 0.06 0.08 0.00
H -0.69169 2.26008 -4.49608 0.00 0.00 -0.01
H 0.35202 0.95824 -5.09383 0.01 0.01 0.00
H 0.46799 1.48229 -3.40299 0.00 0.00 -0.02
H -3.58602 1.40059 -4.32520 -0.04 0.01 0.02
H -3.29883 1.52057 -2.58601 0.04 0.02 0.00
H -4.08752 0.08130 -3.26254 -0.02 0.03 0.00
H -1.96537 -0.78732 -6.16608 -0.01 0.02 0.01
H -2.59321 -1.99905 -5.03808 0.01 -0.02 -0.03
H -0.85163 -1.89283 -5.34336 0.00 0.02 0.00
H 0.16579 -4.37424 -2.04383 0.01 -0.02 0.01
H 2.14566 -5.51858 -2.94185 0.01 0.01 0.00
H 3.91648 -4.22330 -4.08549 -0.01 0.00 0.00
H 3.68609 -1.77696 -4.34282 0.00 0.00 0.00
H 1.72068 -0.61702 -3.42685 0.01 -0.01 -0.03
H -0.85350 -3.70762 0.17077 0.01 -0.03 -0.01
H -2.50609 -5.39702 0.81341 0.00 0.00 -0.01
H -4.66736 -5.54303 -0.37788 0.00 0.01 0.00
H -5.18067 -3.95074 -2.20019 0.01 0.00 0.00
H -3.55874 -2.20837 -2.80894 -0.03 -0.03 -0.01
C 2.21215 -1.55916 4.32716 0.00 -0.01 -0.03
Si 0.57747 -0.90070 3.71562 -0.02 -0.12 -0.06
C -0.31297 -2.42933 2.99728 0.06 0.09 0.20
C -0.45044 -0.29559 5.16325 0.11 0.02 0.01
C 0.89287 0.48996 2.43097 -0.08 -0.36 0.32
Si 1.28022 2.14966 3.26867 -0.01 0.09 -0.18
C -0.30078 2.99157 3.82417 -0.04 -0.07 -0.02
C 2.16203 3.22518 2.01003 0.07 0.10 0.07
C 2.40661 1.95739 4.74216 0.02 -0.02 0.00
H 2.01713 -2.40891 4.98732 0.04 0.02 0.03
H 2.80216 -0.82808 4.87926 -0.03 -0.01 0.00
H 2.82115 -1.92859 3.49718 -0.01 0.01 0.00
H 0.40670 -3.24554 2.91757 -0.01 -0.03 -0.04
H -0.83346 -2.35193 2.03951 -0.01 0.01 0.00
H -1.06203 -2.73637 3.73269 -0.05 -0.04 -0.08
H -0.86780 -1.15319 5.69558 0.02 -0.02 0.00
H -1.27783 0.36707 4.91115 -0.01 0.03 0.00
H 0.19260 0.23430 5.86787 -0.09 0.03 0.03
H 1.89914 0.19923 2.05362 -0.08 0.11 -0.02
H -1.11885 2.81980 3.11928 0.01 0.04 0.03
H -0.15388 4.06974 3.92395 0.02 0.00 0.00
H -0.62529 2.61826 4.79581 -0.03 0.01 0.01
H 1.46644 3.73336 1.34107 -0.01 -0.05 0.01
H 2.86315 2.65725 1.39416 0.01 -0.02 0.03
H 2.72911 3.99938 2.53391 0.00 0.01 -0.03
H 1.94155 1.41344 5.56479 0.06 0.02 -0.01
H 2.65632 2.95562 5.11162 0.00 0.00 0.01
H 3.34474 1.46060 4.48853 0.00 0.01 -0.02
C -1.93843 5.01367 1.11222 -0.06 0.02 0.07
N -0.69391 5.11566 0.35776 0.05 -0.09 0.05
C 0.08415 6.24774 0.30548 -0.02 0.04 -0.03
C 1.09988 5.99090 -0.54741 0.03 0.01 -0.01
N 0.93249 4.70589 -1.00433 -0.02 -0.02 0.10
C 1.80289 4.06157 -1.98222 0.07 -0.06 -0.05
C -0.14801 4.16478 -0.42095 -0.02 0.12 -0.15
Se -0.94319 2.50625 -0.82009 -0.08 -0.07 0.03
H -2.37055 6.00725 1.19554 0.02 0.00 -0.01
H -1.74943 4.61894 2.10772 0.00 0.00 -0.02
H -2.63156 4.37008 0.57793 0.02 -0.01 0.00
H -0.16373 7.13720 0.85733 0.00 -0.01 0.00
H 1.91538 6.61060 -0.87588 0.00 -0.01 0.00
H 2.42980 4.82685 -2.43033 -0.02 0.02 0.00
H 1.19898 3.59032 -2.75433 -0.02 0.00 0.02
H 2.42401 3.31281 -1.49950 0.02 0.01 0.02
```
Positions in Å, forces in eV/Å.